1.
C39H46OP2Ru as an isolated structure at a distorted geometry. Source: the OMol25 dataset; level of theory: ωB97M-V/def2-TZVPD.

The geometry in XYZ format:
```
89
Properties=species:S:1:pos:R:3:forces:R:3
Ru -2.283 -2.921 2.297 -1.7 -1.2 0.5
C -2.089 -2.820 4.624 0.9 1.4 0.2
C -1.543 -1.719 3.920 -0.4 -0.5 1.7
C -0.079 -1.441 3.682 0.6 0.6 0.0
C 0.554 -2.098 2.445 0.5 0.4 -0.3
C -0.204 -3.250 1.858 0.0 -0.9 -0.6
C -0.698 -4.333 2.619 0.8 -0.2 -0.2
C -0.334 -4.583 4.069 -0.1 -0.2 0.6
C -1.366 -4.043 5.080 -0.1 -0.9 0.1
C -3.288 -3.074 0.524 0.2 0.2 -1.2
H -3.001 -2.607 5.173 -0.2 -0.1 -0.5
H -2.130 -0.810 4.052 -0.2 -0.1 -0.3
H 0.536 -1.605 4.574 -0.3 -0.3 0.0
H -0.028 -0.354 3.543 0.1 -0.2 0.0
H 0.647 -1.335 1.668 0.0 -0.1 0.0
H 1.593 -2.387 2.643 -0.1 -0.1 0.1
H -0.011 -3.482 0.804 -0.2 0.4 0.2
H -1.000 -5.250 2.095 0.0 0.6 0.0
H 0.670 -4.241 4.329 0.0 0.4 -0.4
H -0.264 -5.666 4.209 -0.1 0.1 -0.1
H -2.087 -4.853 5.281 0.0 0.5 -0.2
H -0.916 -3.878 6.073 0.1 0.3 -0.3
H -4.363 -3.105 0.692 0.0 -0.1 0.2
H -2.982 -4.012 0.052 -0.1 -0.1 0.1
H -3.098 -2.274 -0.209 0.3 0.0 0.4
P 0.859 4.102 -1.730 0.8 0.7 0.5
P 1.912 1.910 -3.847 1.8 0.7 -1.1
C 2.588 3.570 -1.739 0.8 -1.7 -1.3
C 3.072 2.776 -2.745 -0.7 1.2 1.6
C 1.060 5.957 -1.648 -0.3 0.2 -0.6
C 2.215 6.582 -1.142 -0.1 0.2 0.2
C 2.256 7.977 -0.971 -0.2 -0.3 -0.2
C 1.188 8.774 -1.395 0.0 -0.3 0.1
C 0.088 8.170 -2.013 0.0 -0.1 0.0
C 0.024 6.779 -2.150 0.1 -0.1 0.3
C 0.384 3.556 -0.064 -0.1 -0.1 0.0
C 0.233 2.164 0.075 0.0 0.3 0.1
C -0.134 1.627 1.300 -0.1 0.2 0.2
C -0.384 2.480 2.384 0.1 0.0 -0.3
C -0.221 3.863 2.247 0.1 -0.1 0.1
C 0.194 4.408 1.032 -0.2 -0.4 -0.1
C 2.916 2.230 -5.385 -0.2 0.3 -0.3
C 3.039 3.569 -5.820 0.2 -0.1 -0.1
C 3.898 3.907 -6.873 0.0 -0.1 0.1
C 4.630 2.919 -7.549 -0.4 0.0 0.4
C 4.486 1.590 -7.142 0.0 0.0 0.1
C 3.655 1.249 -6.065 0.1 -0.1 -0.2
C 2.239 0.139 -3.588 -0.4 -0.2 0.3
C 1.336 -0.764 -4.174 0.1 0.3 0.0
C 1.569 -2.129 -4.096 0.1 -0.2 0.1
C 2.690 -2.606 -3.406 -0.2 0.2 -0.1
C 3.566 -1.710 -2.793 0.1 0.1 0.1
C 3.348 -0.333 -2.874 -0.3 -0.2 -0.2
H 3.187 3.817 -0.856 0.1 0.3 -0.5
H 4.146 2.663 -2.952 -0.4 -0.2 0.4
H 3.088 5.993 -0.866 -0.2 0.2 0.1
H 3.119 8.444 -0.494 -0.2 -0.2 -0.2
H 1.208 9.859 -1.236 0.0 -0.5 -0.1
H -0.733 8.795 -2.375 0.3 -0.3 0.1
H -0.841 6.321 -2.638 0.2 0.2 0.2
H 0.422 1.519 -0.783 -0.1 0.1 0.2
H -0.235 0.545 1.409 0.0 0.4 0.0
H -0.703 2.060 3.340 0.1 0.2 -0.2
H -0.408 4.525 3.093 0.1 -0.2 -0.2
H 0.384 5.474 0.933 -0.2 -0.1 0.0
H 2.491 4.359 -5.301 0.1 -0.2 -0.2
H 4.009 4.949 -7.180 -0.1 -0.3 0.2
H 5.294 3.183 -8.382 -0.3 -0.1 0.4
H 5.036 0.807 -7.673 -0.2 0.2 0.3
H 3.621 0.207 -5.742 -0.1 0.3 -0.2
H 0.459 -0.375 -4.698 0.2 -0.2 0.1
H 0.872 -2.825 -4.565 0.2 0.2 0.1
H 2.869 -3.680 -3.347 0.0 0.3 0.0
H 4.429 -2.083 -2.239 -0.2 0.1 -0.2
H 4.030 0.367 -2.402 0.0 -0.2 0.0
C -5.771 -4.950 2.412 -0.2 0.4 -0.5
C -4.672 -4.878 3.467 -0.6 -0.8 0.5
C -5.075 -4.101 4.716 -0.3 0.3 0.0
C -4.502 -6.333 3.916 0.5 -0.4 0.0
O -3.483 -4.418 2.841 0.0 -0.1 0.4
H -6.712 -5.281 2.873 0.3 0.1 0.0
H -5.482 -5.701 1.661 -0.2 0.4 0.1
H -5.950 -3.980 1.938 0.0 -0.2 0.0
H -6.053 -4.493 5.025 0.2 0.2 0.0
H -4.382 -4.296 5.550 -0.2 0.2 -0.3
H -5.188 -3.024 4.549 0.1 -0.1 0.0
H -4.265 -6.954 3.044 0.1 0.0 0.3
H -3.717 -6.412 4.676 0.0 -0.2 -0.2
H -5.436 -6.718 4.361 0.4 0.3 -0.2
```
Positions in Å, forces in eV/Å.

The HOMO-LUMO gap (spin up / spin down) comes out at 7.10 / 4.93 eV. Its total charge is +2. The value obtained for the HOMO energy (spin up / spin down) is -0.4798 / -0.4784 hartree. Its multiplicity is 5. Its expectation value of S² is 6.044. The calculation puts the calculated total energy at -2365.7654 hartree.

---

2.
A 8-piece molecular cluster, C18H51BO10S7 overall at a distorted geometry. Source: the OMol25 dataset; level of theory: ωB97M-V/def2-TZVPD.

The geometry in XYZ format:
```
87
Properties=species:S:1:pos:R:3:forces:R:3
C 6.073 3.565 5.164 -0.5 -0.1 -0.3
C 4.965 3.121 4.204 -0.5 0.1 0.5
B 3.732 4.112 4.161 0.5 0.0 -0.3
O 3.923 5.450 4.408 -1.0 -0.2 0.0
C 2.308 3.536 3.779 0.4 0.0 0.4
O 1.202 4.196 4.453 -0.2 -0.4 -0.4
C 0.219 3.369 4.818 -1.6 0.9 0.1
O -0.942 3.719 4.901 1.3 -0.3 0.1
H 5.619 3.810 6.120 0.0 0.1 0.3
H 6.592 4.437 4.793 0.2 0.1 0.0
H 6.756 2.748 5.353 0.4 -0.1 0.0
H 5.335 2.973 3.191 0.1 0.0 -0.3
H 4.584 2.154 4.524 0.0 -0.3 -0.1
H 4.181 5.649 5.304 0.7 0.3 0.2
H 2.164 3.579 2.703 -0.2 0.2 -0.3
H 2.294 2.484 4.052 0.0 -0.3 0.1
H 0.520 2.351 5.094 0.3 -0.1 -0.2
C 9.893 7.689 3.288 0.1 0.1 0.0
S 9.048 6.129 3.001 0.0 0.0 -0.1
O 8.176 5.890 4.180 0.1 0.1 0.0
C 10.499 5.090 3.212 0.1 0.0 0.0
H 9.149 8.480 3.246 0.0 0.0 0.0
H 10.362 7.673 4.271 0.0 0.0 0.0
H 10.639 7.844 2.508 0.0 0.0 0.0
H 10.926 5.256 4.201 0.0 0.0 0.0
H 11.227 5.323 2.435 0.0 0.0 0.0
H 10.181 4.054 3.116 0.0 0.0 0.0
C -5.931 3.544 3.798 -0.1 0.1 0.0
S -4.421 2.595 4.027 0.1 0.1 0.1
O -4.826 1.168 4.147 -0.1 -0.1 0.1
C -4.086 3.174 5.690 0.0 0.0 0.1
H -6.334 3.297 2.818 0.0 0.0 0.0
H -6.650 3.277 4.573 0.0 0.0 0.0
H -5.697 4.607 3.841 0.0 0.0 0.0
H -4.932 2.930 6.333 0.0 0.0 -0.1
H -3.911 4.249 5.669 0.1 0.0 0.0
H -3.189 2.671 6.040 0.1 0.0 -0.1
C -3.893 -0.041 1.427 0.0 0.0 -0.1
S -2.536 -0.214 0.266 0.0 -0.1 0.1
O -2.548 1.006 -0.589 0.0 0.1 0.0
C -3.262 -1.542 -0.700 0.0 0.0 -0.1
H -3.661 0.774 2.101 0.1 0.0 0.0
H -4.812 0.183 0.883 0.0 0.0 -0.1
H -4.006 -0.958 2.003 0.0 0.0 0.0
H -4.223 -1.215 -1.099 0.0 0.1 0.0
H -3.390 -2.418 -0.063 0.0 0.0 0.0
H -2.583 -1.786 -1.517 0.0 0.0 0.0
C -2.244 -4.950 -5.230 0.0 0.0 -0.1
S -2.861 -3.936 -3.889 0.0 0.0 -0.1
O -1.680 -3.458 -3.114 0.0 0.0 0.1
C -3.586 -5.290 -2.962 -0.1 -0.1 0.1
H -1.708 -4.302 -5.919 0.0 0.1 0.0
H -1.567 -5.707 -4.839 0.0 0.0 0.0
H -3.080 -5.426 -5.742 0.0 -0.1 0.0
H -2.813 -6.023 -2.726 0.1 0.0 0.0
H -4.376 -5.749 -3.557 0.0 0.0 -0.1
H -4.001 -4.885 -2.040 0.0 0.1 0.0
C 1.067 -5.493 -7.746 0.1 0.0 0.0
S -0.002 -6.869 -8.188 0.0 0.0 0.0
O -0.848 -7.153 -7.002 0.0 0.0 0.1
C 1.298 -8.111 -8.210 0.1 0.0 0.0
H 0.444 -4.609 -7.636 0.0 0.0 0.0
H 1.570 -5.710 -6.804 0.0 0.0 0.0
H 1.795 -5.330 -8.541 0.0 0.0 0.0
H 1.785 -8.145 -7.236 0.0 0.0 0.0
H 2.017 -7.869 -8.991 0.0 0.0 0.0
H 0.835 -9.072 -8.424 0.0 0.0 0.0
C -4.370 -8.974 -3.516 0.0 0.0 0.1
S -4.538 -8.814 -5.298 0.1 -0.1 -0.1
O -4.621 -7.361 -5.598 -0.1 0.1 0.1
C -6.213 -9.460 -5.383 -0.1 0.0 0.0
H -3.395 -8.580 -3.239 0.0 0.0 0.0
H -5.155 -8.404 -3.021 0.0 0.0 0.0
H -4.430 -10.027 -3.242 0.0 0.0 0.0
H -6.871 -8.853 -4.761 0.0 0.0 0.0
H -6.217 -10.497 -5.048 0.0 0.0 0.0
H -6.536 -9.410 -6.420 0.0 0.0 0.0
C -0.124 7.153 0.589 0.0 0.1 -0.1
S -0.029 5.511 1.315 -0.2 0.0 0.1
O 1.338 4.996 1.032 0.1 0.0 -0.1
C -1.137 4.720 0.142 0.0 0.0 0.0
H 0.540 7.804 1.153 0.0 0.0 0.0
H 0.193 7.111 -0.452 0.0 0.0 0.0
H -1.148 7.520 0.664 0.0 0.0 0.0
H -0.750 4.847 -0.869 0.0 0.0 0.0
H -2.129 5.163 0.231 0.0 0.0 0.0
H -1.185 3.661 0.386 0.0 0.0 0.0
```
Positions in Å, forces in eV/Å.

The HOMO-LUMO gap comes out at 8.78 eV. The value obtained for the HOMO energy is -0.3008 hartree. Its multiplicity is 1. The calculation puts the calculated total energy at -4280.7903 hartree.

---

3.
C6H16F6MgNO8S2 as an isolated structure at a distorted geometry. Source: the OMol25 dataset; level of theory: ωB97M-V/def2-TZVPD.

The geometry in XYZ format:
```
40
Properties=species:S:1:pos:R:3:forces:R:3
Mg 19.639 9.908 6.254 -0.4 -1.7 0.9
C 19.627 11.136 2.455 0.5 0.7 1.2
F 20.842 11.663 2.462 -0.1 -0.2 -0.1
F 19.005 11.464 1.359 -0.3 -0.2 -0.2
F 19.720 9.818 2.601 -0.2 -0.1 -0.4
S 18.647 11.796 3.954 -1.6 -0.3 0.3
O 18.269 13.156 3.696 1.2 -0.8 0.3
O 17.529 10.893 4.135 1.2 -0.3 0.0
N 19.701 11.512 5.358 -1.3 3.0 -3.6
S 20.294 12.971 5.657 1.4 2.7 0.4
O 21.029 13.478 4.526 -0.3 -0.5 0.7
O 19.379 13.851 6.337 0.3 -0.9 -0.2
C 21.603 12.666 6.970 -0.5 -0.5 -0.5
F 22.065 13.820 7.369 0.0 0.0 0.1
F 21.048 12.003 8.009 0.1 0.2 0.1
F 22.610 11.904 6.521 -0.1 0.0 -0.1
C 17.353 11.569 7.452 -0.2 0.8 1.5
O 18.499 10.728 7.777 -0.5 -0.5 -0.4
H 16.501 11.326 8.091 0.1 -0.4 -0.1
H 17.632 12.581 7.740 0.0 0.1 -0.6
H 17.060 11.495 6.415 0.4 -0.1 -0.1
H 18.640 10.748 8.726 0.0 0.1 0.0
C 22.162 9.152 8.064 1.0 0.7 0.6
O 20.777 9.127 7.629 0.9 -1.0 1.5
H 22.310 10.009 8.724 -0.1 0.0 -0.2
H 22.446 8.280 8.654 -0.4 -0.3 -0.3
H 22.872 9.249 7.251 -0.4 0.0 -0.3
H 20.358 8.792 8.435 -0.5 0.1 -0.4
C 16.796 8.669 6.076 -1.5 -0.2 1.0
O 18.206 8.577 5.837 -0.3 -0.4 -0.4
H 16.208 9.336 5.448 0.8 0.2 -0.5
H 16.310 7.694 6.011 0.4 -0.1 -0.1
H 16.644 9.006 7.100 0.2 0.0 0.0
H 18.322 7.872 5.191 0.1 0.2 -0.1
C 22.217 9.155 4.504 2.0 -0.3 0.1
O 20.849 8.961 4.870 0.1 -0.2 -0.6
H 22.598 10.176 4.524 -0.9 0.3 0.4
H 22.839 8.574 5.191 0.0 0.1 0.0
H 22.518 8.827 3.505 -0.9 -0.3 -0.1
H 20.641 8.067 4.572 -0.1 0.1 0.0
```
Positions in Å, forces in eV/Å.

The HOMO-LUMO gap comes out at 9.95 eV. Its total charge is +1. The value obtained for the HOMO energy is -0.4922 hartree. Its multiplicity is 1. The calculation puts the calculated total energy at -2490.3411 hartree.

---

4.
C72H52AsCsI2N10O2S as an isolated structure at a distorted geometry. Source: the OMol25 dataset; level of theory: ωB97M-V/def2-TZVPD.

The geometry in XYZ format:
```
141
Properties=species:S:1:pos:R:3:forces:R:3
Cs -0.522 -0.004 -0.912 2.5 -0.5 -0.1
C -3.348 0.703 -4.438 0.0 0.0 0.0
C -2.996 -0.270 -3.485 -0.2 0.0 0.0
N -1.906 -0.992 -3.550 0.0 0.1 0.0
C -1.061 -0.803 -4.591 0.1 -0.1 0.0
C -1.369 0.078 -5.656 -0.1 0.0 0.0
C -2.540 0.856 -5.526 0.0 0.0 -0.1
C -0.521 0.169 -6.784 0.0 0.0 0.0
C 0.616 -0.601 -6.808 0.0 0.0 0.0
C 0.983 -1.429 -5.749 0.0 -0.1 0.0
C 0.212 -1.519 -4.572 0.0 0.0 0.0
N 0.592 -2.088 -3.436 -0.3 0.1 0.3
C 1.591 -2.983 -3.337 0.1 0.0 0.0
C 1.744 -4.096 -4.162 0.0 0.0 0.0
C 2.742 -5.054 -3.942 0.0 -0.1 -0.1
C 3.639 -4.935 -2.915 0.1 0.0 0.0
C 3.550 -3.810 -2.059 0.0 0.0 -0.1
C 4.444 -3.601 -0.987 0.1 -0.1 0.1
C 4.307 -2.509 -0.190 -0.1 0.1 0.0
C 3.253 -1.601 -0.450 0.0 -0.1 0.1
N 2.406 -1.760 -1.433 -0.1 -0.1 -0.1
C 2.537 -2.844 -2.245 -0.1 0.1 -0.1
H -4.235 1.308 -4.295 0.0 0.0 0.0
H -3.642 -0.456 -2.633 0.0 0.1 0.0
H -2.771 1.586 -6.295 0.0 0.0 0.0
H -0.772 0.845 -7.592 0.0 0.0 0.0
H 1.273 -0.545 -7.671 0.0 0.0 0.0
H 1.924 -1.961 -5.785 0.0 0.0 0.0
H 1.047 -4.220 -4.982 0.0 0.0 0.0
H 2.802 -5.910 -4.607 0.0 0.0 0.0
H 4.419 -5.670 -2.754 0.0 0.0 0.0
H 5.226 -4.332 -0.803 0.0 0.0 0.0
H 4.961 -2.340 0.647 0.1 0.0 0.2
H 3.090 -0.748 0.198 0.0 0.1 0.1
C 2.454 3.782 0.811 0.0 0.0 0.1
C 2.065 2.485 0.410 -0.1 0.1 0.1
N 2.129 1.443 1.192 0.1 -0.4 -0.1
C 2.615 1.572 2.453 -0.1 0.5 -0.2
C 3.002 2.837 2.957 0.0 0.2 0.0
C 2.910 3.946 2.083 0.0 0.0 -0.1
C 3.466 2.986 4.284 0.0 -0.1 0.1
C 3.543 1.867 5.077 0.0 0.2 0.0
C 3.190 0.609 4.585 0.1 -0.2 0.1
C 2.737 0.401 3.281 0.1 -0.4 0.0
N 2.349 -0.811 2.810 0.1 0.1 0.1
C 3.049 -1.915 3.037 0.0 0.4 0.0
C 4.443 -1.985 3.289 0.0 0.2 0.1
C 5.126 -3.189 3.409 -0.1 -0.1 -0.1
C 4.489 -4.408 3.310 0.0 0.1 0.0
C 3.092 -4.410 3.094 0.0 -0.2 0.0
C 2.347 -5.610 3.028 -0.1 0.0 0.0
C 0.993 -5.573 2.845 0.1 0.0 0.1
C 0.375 -4.312 2.719 -0.2 0.0 0.0
N 1.029 -3.181 2.766 -0.1 0.0 0.0
C 2.368 -3.198 2.956 -0.1 -0.1 -0.1
H 2.363 4.611 0.121 0.0 0.0 0.0
H 1.660 2.329 -0.584 0.0 0.0 -0.1
H 3.202 4.924 2.451 0.0 0.0 0.0
H 3.745 3.967 4.649 0.0 0.0 0.0
H 3.887 1.955 6.103 0.0 0.0 0.0
H 3.264 -0.259 5.228 0.0 0.0 0.0
H 4.992 -1.054 3.348 0.0 0.0 0.0
H 6.200 -3.163 3.570 0.0 0.0 0.0
H 5.025 -5.344 3.399 0.0 0.0 0.0
H 2.871 -6.555 3.134 0.0 0.0 0.0
H 0.403 -6.480 2.798 0.0 0.0 0.0
H -0.707 -4.247 2.565 0.2 0.0 0.0
C -0.769 5.812 4.590 0.0 0.0 0.0
N -1.241 4.559 5.126 0.0 0.1 -0.1
C -1.746 4.344 6.388 -0.1 -0.2 0.1
C -2.044 3.038 6.487 0.0 0.2 0.0
N -1.729 2.445 5.272 0.0 0.0 0.0
C -1.205 3.396 4.400 -0.1 -0.1 0.0
S -0.628 3.263 2.867 0.1 0.1 -0.1
C -1.869 1.059 5.020 0.0 0.0 0.0
C -1.771 0.153 6.074 0.0 0.0 -0.1
C -1.948 -1.187 5.781 0.0 -0.1 0.0
C -2.163 -1.577 4.467 0.0 0.0 0.0
C -2.193 -0.590 3.496 0.1 0.1 0.1
N -2.095 0.706 3.773 0.0 0.0 0.0
H -0.803 6.557 5.382 0.0 0.0 0.0
H -1.389 6.124 3.749 0.0 0.0 0.0
H 0.250 5.692 4.222 0.0 0.0 0.0
H -1.866 5.137 7.101 0.0 0.1 0.0
H -2.489 2.488 7.293 0.0 0.0 0.0
H -1.525 0.478 7.074 0.0 0.0 0.0
H -1.877 -1.926 6.568 0.0 0.0 0.0
H -2.273 -2.620 4.197 0.0 0.0 0.0
H -2.274 -0.827 2.446 -0.1 -0.2 -0.2
I 0.236 4.746 -3.566 0.0 0.0 0.0
C -1.209 4.611 -2.066 0.0 0.1 0.0
C -1.897 5.754 -1.673 0.0 0.0 0.0
C -2.835 5.700 -0.675 0.0 0.1 0.0
I -3.812 7.480 -0.138 0.0 0.0 0.0
C -3.130 4.477 -0.026 0.0 0.0 0.0
C -4.052 4.327 1.031 -0.1 0.1 0.1
C -4.262 3.101 1.590 0.0 0.0 0.1
C -3.556 1.999 1.081 0.0 0.0 0.0
N -2.694 2.098 0.108 0.2 0.1 -0.2
C -2.447 3.308 -0.446 0.0 -0.1 0.0
C -1.413 3.334 -1.499 -0.1 0.1 0.0
O -0.792 2.302 -1.833 -0.2 1.5 -0.6
H -1.681 6.696 -2.160 0.0 0.0 0.0
H -4.579 5.200 1.402 0.0 -0.1 0.0
H -4.945 2.974 2.421 0.0 0.0 0.0
H -3.696 1.010 1.501 0.0 0.0 0.0
O -2.380 -1.300 0.062 -1.6 -1.5 0.8
As -2.900 -2.848 -0.155 -0.3 0.0 -0.1
C -1.612 -4.245 -0.404 0.0 0.1 0.0
C -0.252 -3.970 -0.435 0.1 0.1 0.0
C 0.650 -5.009 -0.622 -0.1 0.0 0.0
C 0.196 -6.307 -0.783 0.0 0.0 0.0
C -1.163 -6.582 -0.753 -0.1 -0.1 0.0
C -2.069 -5.553 -0.564 -0.1 0.0 0.0
C -4.145 -3.000 -1.628 0.0 0.1 0.1
C -5.273 -2.185 -1.592 0.0 0.0 0.1
C -6.205 -2.238 -2.613 0.0 0.0 0.0
C -6.012 -3.103 -3.681 0.0 0.0 0.0
C -4.879 -3.900 -3.729 0.0 0.0 0.0
C -3.943 -3.848 -2.706 0.2 0.0 -0.1
C -4.011 -3.308 1.370 0.1 0.0 0.1
C -4.065 -4.562 1.965 0.0 0.0 0.0
C -4.905 -4.780 3.050 0.0 0.0 0.0
C -5.686 -3.747 3.545 0.0 0.0 0.0
C -5.612 -2.486 2.971 0.0 0.0 0.0
C -4.771 -2.265 1.892 0.0 0.0 0.0
H 0.129 -2.966 -0.299 0.0 0.1 -0.1
H 1.707 -4.797 -0.650 0.1 0.0 0.0
H 0.908 -7.105 -0.940 0.0 0.0 0.0
H -1.520 -7.596 -0.882 0.0 0.0 0.0
H -3.132 -5.770 -0.555 0.0 0.0 0.0
H -5.412 -1.485 -0.774 0.0 0.0 0.0
H -7.070 -1.588 -2.587 0.0 0.0 0.0
H -6.733 -3.139 -4.488 0.0 0.0 0.0
H -4.709 -4.553 -4.575 0.0 0.0 0.0
H -3.033 -4.431 -2.783 -0.1 0.0 0.0
H -3.434 -5.365 1.610 0.0 0.0 0.0
H -4.936 -5.756 3.516 0.0 0.0 0.0
H -6.340 -3.920 4.390 0.0 0.0 0.0
H -6.193 -1.668 3.374 0.0 0.0 0.0
H -4.666 -1.268 1.477 0.0 0.0 0.0
```
Positions in Å, forces in eV/Å.

The HOMO-LUMO gap comes out at 4.65 eV. Its total charge is -2. The value obtained for the HOMO energy is -0.0534 hartree. Its multiplicity is 1. The calculation puts the calculated total energy at -6722.5551 hartree.

---

5.
An isolated ion of composition C3HINO and charge +1 at a distorted geometry. Source: the OMol25 dataset; level of theory: ωB97M-V/def2-TZVPD.

The geometry in XYZ format:
```
7
Properties=species:S:1:pos:R:3:forces:R:3
I -2.438 1.133 -0.016 1.1 -0.5 0.1
C -0.667 0.138 0.086 -1.0 1.6 -0.1
C 0.726 0.524 0.006 -1.2 0.3 0.2
N 1.480 -0.530 0.037 -1.3 -3.1 -1.0
C 0.489 -1.576 -0.186 3.9 1.8 0.7
O -0.694 -1.224 0.084 -1.5 -0.3 0.0
H 1.103 1.535 -0.012 0.0 0.1 0.1
```
Positions in Å, forces in eV/Å.

The HOMO-LUMO gap (spin up / spin down) comes out at 6.97 / 7.22 eV. Its total charge is +1. The value obtained for the HOMO energy (spin up / spin down) is -0.5523 / -0.5838 hartree. Its multiplicity is 1. As for the SMILES: Ic1c[n+]#co1. The calculation puts the calculated total energy at -542.1241 hartree.